No. 1
{
  "formula": "C3H3NO2",
  "method": "ωB97M-V/def2-TZVPD",
  "total_energy_ev": -8743.4588,
  "orbital_gap_ev": 11.0,
  "lumo_energy_ev": 0.7,
  "homo_energy_ev": -10.34,
  "symbols": ["C", "C", "C", "N", "O", "O", "H", "H", "H"],
  "xyz": [[-0.072551, 1.133020, 0.030341], [-2.022012, -0.071600, -1.986127], [1.111986, -0.905288, 0.769612], [0.628382, 0.219620, 0.005965], [-2.305075, 1.038972, -1.848808], [-0.811483, 2.030265, -0.098463], [1.594599, -0.372317, 1.653977], [1.647107, -1.721942, 0.180439], [0.229047, -1.350729, 1.293064]],
  "atomic_forces_ev_per_a": [[-2.5327, 2.8307, -0.3153], [-0.9284, 3.3567, 0.3538], [-0.7847, 0.4548, 1.8338], [2.8503, -3.9035, -0.5858], [0.5639, -3.6327, -0.7939], [0.1190, 0.8390, 0.5664], [0.5549, -1.4854, -1.2155], [-0.4101, 1.6615, 0.8867], [0.5678, -0.1212, -0.7304]]
}


No. 2
{
  "formula": "C6H10S2",
  "method": "ωB97M-V/def2-TZVPD",
  "total_energy_ev": -28053.2117,
  "smiles": "C=C(SC)C(=C)SC",
  "orbital_gap_ev": 9.4,
  "lumo_energy_ev": 0.8,
  "homo_energy_ev": -8.63,
  "symbols": ["C", "C", "S", "C", "C", "C", "S", "C", "H", "H", "H", "H", "H", "H", "H", "H", "H", "H"],
  "xyz": [[1.183133, -1.697628, -1.324430], [0.716347, -0.842091, -0.403609], [1.674080, 0.581232, 0.060276], [1.414572, 1.638481, -1.389384], [-0.634199, -0.968380, 0.196072], [-1.002393, -2.123132, 0.800276], [-1.719145, 0.454149, 0.092709], [-1.548403, 1.187446, 1.725362], [0.549574, -2.529548, -1.606070], [2.132944, -1.636945, -1.800146], [0.352415, 1.939842, -1.473704], [2.045426, 2.527624, -1.197690], [1.758878, 1.166198, -2.294873], [-1.976894, -2.251554, 1.262156], [-0.311438, -2.955080, 0.913883], [-2.147149, 2.081876, 1.694128], [-1.965704, 0.520405, 2.472793], [-0.491358, 1.402916, 1.956037]],
  "atomic_forces_ev_per_a": [[-1.1680, -0.0761, 0.8457], [0.2489, -0.0879, -0.8925], [0.0779, 0.1446, -0.0635], [-0.1900, 0.8326, 0.4896], [-0.1205, -1.3099, 0.8262], [0.1089, 1.0308, -0.2378], [0.0915, -0.3428, -0.3407], [0.5980, -0.4455, 0.2620], [-0.0391, -0.0239, -0.1466], [0.6497, 0.2598, -0.0642], [0.6294, -0.1952, 0.0435], [-0.3928, -0.3492, -0.1642], [0.0655, -0.2316, -0.2441], [0.0214, 0.1444, -0.1895], [0.0266, 0.2030, -0.1581], [-0.0805, 0.4520, 0.0549], [0.0083, -0.0444, 0.1335], [-0.5351, 0.0395, -0.1543]]
}


No. 3
{
  "formula": "C5H8N3SSe2Te2W",
  "method": "ωB97M-V/def2-TZVPD",
  "total_energy_ev": -167719.4670,
  "orbital_gap_ev": [4.9, 4.8],
  "lumo_energy_ev": [-5.5, -5.5],
  "homo_energy_ev": [-10.39, -10.38],
  "total_charge": 1,
  "symbols": ["W", "Se", "Te", "Te", "Se", "N", "C", "S", "C", "N", "C", "C", "C", "N", "H", "H", "H", "H", "H", "H", "H", "H"],
  "xyz": [[-1.400225, -1.013531, -1.345022], [-3.476735, -0.286037, -0.544177], [-5.634702, -1.494332, -1.533368], [-4.649538, -3.164147, -3.179333], [-1.941814, -2.798584, -2.648606], [0.765168, -2.339668, 0.654147], [-0.060721, -2.018808, -0.091538], [-0.075463, 0.625693, -2.462632], [0.591789, 0.771253, -0.858792], [1.860271, 0.589656, -0.603413], [2.439484, 0.585419, 0.749441], [1.540920, 1.375330, 1.682429], [0.114137, 0.866520, 1.563442], [-0.311554, 0.912285, 0.147349], [2.447720, 0.321127, -1.380093], [3.431446, 1.026802, 0.680179], [2.529613, -0.453386, 1.071077], [1.587003, 2.439738, 1.443939], [1.888867, 1.248325, 2.706037], [-0.588158, 1.472244, 2.130483], [0.043992, -0.167347, 1.900772], [-1.101500, 1.501446, -0.082320]],
  "atomic_forces_ev_per_a": [[-0.2735, 0.1024, 0.2971], [0.4090, -0.5944, -0.2449], [-0.1244, 0.9016, 0.8128], [1.2202, -0.5910, -0.4112], [-0.6980, 0.3271, -0.3938], [-0.0748, 0.0226, -0.2482], [-0.2794, -0.0413, 0.5684], [0.0351, -0.0890, -0.3830], [-0.1624, -0.0131, 0.1872], [-0.0639, -0.0295, -0.0674], [0.0240, 0.0529, 0.0235], [0.0083, 0.0107, 0.0010], [-0.0063, -0.0320, 0.0536], [0.0140, -0.0470, -0.1630], [0.0050, -0.0099, -0.0203], [-0.0022, -0.0059, 0.0046], [0.0031, 0.0052, -0.0121], [-0.0051, -0.0041, -0.0014], [-0.0057, 0.0034, -0.0029], [0.0078, 0.0008, 0.0029], [-0.0123, 0.0318, 0.0033], [-0.0184, -0.0013, -0.0063]]
}


No. 4
{
  "formula": "C14H56N12O14",
  "method": "ωB97M-V/def2-TZVPD",
  "total_energy_ev": -61965.5601,
  "orbital_gap_ev": 8.5,
  "lumo_energy_ev": -0.5,
  "homo_energy_ev": -9.00,
  "symbols": ["C", "O", "N", "N", "H", "H", "H", "H", "C", "O", "N", "N", "H", "H", "H", "H", "C", "O", "N", "N", "H", "H", "H", "H", "C", "O", "N", "N", "H", "H", "H", "H", "C", "O", "N", "N", "H", "H", "H", "H", "C", "O", "N", "N", "H", "H", "H", "H", "C", "O", "H", "H", "H", "H", "C", "O", "H", "H", "H", "H", "C", "O", "H", "H", "H", "H", "C", "O", "H", "H", "H", "H", "C", "O", "H", "H", "H", "H", "C", "O", "H", "H", "H", "H", "C", "O", "H", "H", "H", "H", "C", "O", "H", "H", "H", "H"],
  "xyz": [[-18.789000, 7.792000, -3.099000], [-17.734000, 7.622000, -3.976000], [-19.220000, 8.986000, -2.822000], [-19.534000, 6.853000, -2.669000], [-18.753000, 9.803000, -3.286000], [-19.745000, 9.238000, -2.006000], [-19.079000, 5.924000, -2.743000], [-20.353000, 7.020000, -2.069000], [-17.194000, 13.766000, -6.163000], [-16.118000, 13.914000, -7.115000], [-18.307000, 14.387000, -6.278000], [-17.048000, 13.211000, -4.988000], [-18.483000, 14.985000, -7.025000], [-19.164000, 14.132000, -5.735000], [-16.135000, 12.992000, -4.643000], [-17.769000, 13.310000, -4.255000], [-20.286000, 10.080000, 0.503000], [-21.497000, 10.687000, 0.827000], [-19.545000, 10.495000, -0.504000], [-19.849000, 9.022000, 1.055000], [-19.847000, 11.382000, -0.925000], [-18.587000, 10.214000, -0.683000], [-20.677000, 8.658000, 1.510000], [-19.007000, 8.514000, 0.773000], [-19.315000, 13.276000, -1.726000], [-18.497000, 12.937000, -2.797000], [-18.977000, 14.072000, -0.777000], [-20.523000, 12.742000, -1.693000], [-17.915000, 14.267000, -0.770000], [-19.435000, 14.093000, 0.182000], [-20.784000, 12.001000, -2.431000], [-21.220000, 12.955000, -0.959000], [-18.945000, 16.536000, -3.218000], [-19.850000, 17.243000, -3.955000], [-19.060000, 16.447000, -1.964000], [-18.000000, 15.815000, -3.677000], [-19.837000, 17.066000, -1.653000], [-19.118000, 15.504000, -1.513000], [-17.942000, 15.502000, -4.667000], [-17.424000, 15.340000, -2.975000], [-17.376000, 18.800000, -0.492000], [-18.653000, 19.279000, -0.464000], [-17.074000, 17.633000, -0.903000], [-16.342000, 19.454000, -0.012000], [-17.882000, 17.086000, -1.352000], [-16.117000, 17.208000, -0.818000], [-16.733000, 20.339000, 0.392000], [-15.562000, 19.717000, -0.629000], [-18.249000, 15.544000, 1.687000], [-19.271000, 14.762000, 2.073000], [-18.028000, 16.424000, 2.279000], [-18.378000, 16.029000, 0.689000], [-17.430000, 14.908000, 1.616000], [-18.996000, 14.308000, 2.909000], [-15.630000, 14.306000, -1.865000], [-16.384000, 14.613000, -0.737000], [-14.844000, 13.564000, -1.697000], [-15.150000, 15.219000, -2.237000], [-16.153000, 13.975000, -2.734000], [-15.704000, 15.040000, -0.125000], [-17.410000, 12.021000, 1.402000], [-17.175000, 10.806000, 2.037000], [-18.314000, 12.427000, 1.753000], [-17.443000, 11.949000, 0.329000], [-16.681000, 12.814000, 1.712000], [-17.651000, 10.249000, 1.442000], [-21.947000, 15.146000, 0.090000], [-21.942000, 13.727000, 0.558000], [-21.200000, 15.358000, -0.585000], [-21.792000, 15.859000, 0.884000], [-22.926000, 15.245000, -0.260000], [-21.510000, 13.664000, 1.429000], [-19.241000, 11.037000, -5.419000], [-17.957000, 10.540000, -5.051000], [-19.994000, 10.238000, -5.453000], [-19.165000, 11.521000, -6.367000], [-19.690000, 11.692000, -4.667000], [-17.435000, 11.332000, -5.013000], [-22.520000, 10.423000, -2.310000], [-21.654000, 10.872000, -3.300000], [-23.303000, 9.955000, -2.838000], [-22.876000, 11.234000, -1.699000], [-22.247000, 9.672000, -1.628000], [-21.508000, 10.083000, -3.888000], [-23.399000, 13.834000, -2.920000], [-22.216000, 14.641000, -2.950000], [-23.510000, 13.378000, -2.003000], [-23.412000, 13.091000, -3.712000], [-24.225000, 14.452000, -3.069000], [-21.593000, 14.056000, -2.532000], [-25.622000, 13.895000, -0.121000], [-24.661000, 12.814000, 0.104000], [-26.370000, 13.621000, -0.954000], [-25.189000, 14.843000, -0.501000], [-26.241000, 14.075000, 0.694000], [-23.772000, 13.144000, 0.262000]],
  "atomic_forces_ev_per_a": [[6.9734, 1.0845, -6.7725], [-4.9041, 0.1508, 4.6553], [0.2839, 4.7134, -0.3624], [-1.5632, -5.3621, 1.9722], [-0.2154, -1.2917, 0.3371], [-0.3151, -0.3670, -0.0144], [-1.0501, 0.8294, 0.2208], [0.8901, -0.3546, -0.6060], [8.7322, 1.0108, -5.2934], [-5.9156, -0.9826, 5.1295], [-5.0463, 0.8582, 0.3724], [0.5221, -1.4684, 2.2409], [-0.0798, 0.7799, -1.6196], [1.3066, 0.2581, -0.5703], [0.3984, -0.2359, -0.4416], [0.3656, -0.1234, -0.3516], [-6.0131, 5.4202, -0.6110], [5.9686, -3.0486, -1.4651], [0.7348, 2.3388, -1.4154], [-0.1346, -3.5313, 2.8815], [0.3655, -0.7453, 0.3476], [-0.3605, -0.1553, 0.1787], [0.8226, -1.1832, 0.8226], [-0.9877, 0.0604, 0.2224], [1.7911, -3.3269, -6.4286], [-3.1529, 1.5027, 5.2547], [2.8599, 1.3180, 3.7222], [-1.9241, -1.3865, -1.3093], [-1.8148, -0.2315, 0.4203], [0.4457, -0.3376, -1.6668], [0.4884, 1.4451, 0.8083], [0.6822, -0.1811, 0.1197], [-6.8877, 4.4948, -8.2948], [4.5726, -3.0229, 2.9285], [-3.7174, 0.6214, 7.1241], [3.9373, -2.7024, -2.6164], [0.7723, -0.4319, -0.0930], [0.1490, 1.2314, -0.7131], [-0.0493, 0.8205, 1.1780], [-0.4443, 0.2609, -0.9957], [-7.0416, 2.6560, 0.0913], [5.6226, -2.2169, 0.0715], [1.1369, -4.7501, -1.8040], [1.8953, 5.1496, 2.1455], [1.2970, 0.4697, 0.5297], [-1.6297, 1.2027, -0.0702], [0.7949, -0.9369, -0.3806], [-0.6084, -0.6860, 0.2607], [1.4160, 2.9862, -1.8463], [-2.6640, -1.8495, 2.0142], [-0.0525, -0.0035, 0.8008], [-0.4306, -0.7038, 0.5834], [2.2548, -0.6009, -0.2308], [-0.6246, 0.5124, -1.0826], [2.2925, 0.4086, -1.4938], [1.5872, 0.8461, 1.7236], [-0.1176, 0.0024, 0.3080], [0.2649, 0.0006, 0.1235], [-1.1739, -0.5175, 0.0977], [-1.8261, -0.8515, -0.7831], [1.3731, 1.9814, 0.7054], [0.6375, -0.1185, 0.0476], [-1.7079, 0.4849, 0.1551], [0.2323, 0.0729, -0.5027], [-0.0001, -0.9895, -0.3880], [-0.3400, -1.3975, 0.1114], [-0.7300, -1.5280, 2.8909], [0.6831, 1.4509, -0.0423], [1.3546, -0.0137, -1.9501], [-0.1016, -0.0605, 0.7184], [-1.1752, 0.6192, -1.0702], [-0.2143, -0.0306, -0.5020], [-0.3682, -0.6357, 0.7363], [-1.3932, -0.6619, 0.2530], [0.6298, -0.3019, -0.4524], [-0.3071, 0.3818, -0.8047], [0.4321, 0.4723, 0.0210], [0.7393, 0.5047, 0.0305], [-1.6921, 0.3048, 0.0086], [1.4054, -1.1758, -1.1919], [-1.7516, -0.2139, -0.3204], [-0.2334, 0.4246, 0.0016], [1.6307, -1.0068, 0.9401], [0.2931, 1.3998, 0.6588], [1.2643, 0.6117, -1.8594], [-0.8136, -0.1337, -0.2273], [-0.3091, -1.2042, 2.1133], [0.1628, -0.2524, -0.1600], [-1.3797, 1.1837, -0.2729], [0.8156, 0.1057, -0.1350], [0.6243, -0.9502, -3.0651], [-1.5308, 0.8409, -0.4800], [1.3214, -0.1140, 1.0297], [0.1478, -0.5104, 0.4855], [-0.6891, 0.3172, 1.8984], [0.1103, 0.2958, 0.2644]]
}